Record 1
Entry from the OMol25 dataset: a molecular structure, C5H20O5Ti (ωB97M-V with the def2-TZVPD basis set).

```
31
Properties=species:S:1:pos:R:3:forces:R:3:mulliken_spin:R:1
Ti -1.3791 2.6097 8.8939 0.81 0.31 -0.12 2.995
C 1.6545 4.1771 7.2099 -1.01 0.03 -1.16 0.004
O 0.2520 3.7823 7.2675 -0.06 -0.61 0.60 0.016
H 2.2851 3.5463 7.8257 -0.29 0.20 0.48 0.002
H 1.9718 3.9949 6.1805 0.24 0.19 0.08 0.000
H 1.6532 5.2471 7.4072 0.69 -0.11 0.35 -0.002
H -0.1437 4.1124 6.4572 -0.16 -0.01 0.03 -0.006
C 1.5087 1.2170 9.8627 2.02 0.22 -0.08 0.023
O 0.6643 2.3572 10.0677 -0.33 -0.61 -0.24 -0.012
H 2.0405 0.9915 10.7932 -0.40 -0.28 0.05 0.001
H 1.0874 0.3156 9.4306 -0.87 0.36 0.20 -0.004
H 2.3212 1.5013 9.1781 -0.21 -0.05 -0.10 -0.009
H 1.2820 3.0145 10.4044 -0.43 0.37 0.03 0.001
C -1.5726 -0.8271 10.1524 1.34 0.47 0.28 0.009
O -1.4927 0.1170 9.0592 -1.27 0.00 0.15 -0.023
H -0.7254 -0.5559 10.7907 -0.26 -0.23 0.20 0.001
H -2.4975 -0.7234 10.7183 -0.02 -0.13 -0.11 0.001
H -1.3916 -1.8429 9.7994 -0.35 0.04 -0.05 0.001
H -2.4240 0.2080 8.8050 0.29 0.05 -0.50 -0.007
C -3.2703 1.3813 6.6045 -1.67 -0.25 -0.03 0.033
O -3.7216 2.1260 7.7589 1.19 -0.15 0.23 -0.025
H -2.1862 1.3807 6.5500 0.01 0.17 0.04 0.005
H -3.6615 0.3626 6.6894 0.38 -0.14 -0.04 0.002
H -3.7548 1.7947 5.7188 0.49 0.14 -0.18 -0.002
H -4.6681 2.2730 7.6964 -0.03 0.08 -0.02 0.008
C -3.7817 2.2403 11.2256 0.14 0.72 0.28 0.013
O -2.3676 2.3968 10.9056 -0.98 -0.56 -0.19 -0.036
H -4.1968 3.2475 11.3163 -0.04 -0.19 0.26 -0.004
H -4.3859 1.7251 10.4783 0.57 -0.23 -0.20 0.005
H -3.8082 1.7004 12.1720 -0.50 0.13 -0.05 0.002
H -1.9400 2.0505 11.6893 0.67 0.07 -0.17 0.007
```
Positions in Å, forces in eV/Å.

E_HOMO (spin up / spin down) = -8.043 / -14.174 eV
⟨S²⟩ = 3.75
Lowest unoccupied orbital energy (spin up / spin down) = -2.309 / -2.650 eV
Relative energy (zero: lowest compared OMol25 entry of this formula, charge and spin) = 0.0 kJ/mol
Total charge = +1
Gap between HOMO and LUMO (spin up / spin down) = 5.73 / 11.52 eV
2S+1 = 4

=====

Record 2
Entry from the OMol25 dataset: a gas-phase ion, H2O2P (charge -1) (ωB97M-V with the def2-TZVPD basis set).

```
5
Properties=species:S:1:pos:R:3:forces:R:3:nbo_charge:R:1
O 1.3649 -1.4933 0.0440 0.44 -2.47 -0.86 -1.190
O 1.8597 1.0407 -0.0403 -1.83 -1.42 0.19 -1.198
P 0.8449 -0.1303 -0.0076 1.53 3.96 -0.28 1.835
H 0.0448 -0.1511 1.1539 -0.61 0.76 0.11 -0.223
H -0.0990 0.2632 -1.1111 0.47 -0.84 0.85 -0.224
```
Positions in Å, forces in eV/Å.

E_HOMO = -4.233 eV
Lowest unoccupied orbital energy = 5.066 eV
Relative energy (zero: lowest compared OMol25 entry of this formula, charge and spin) = 12.1 kJ/mol
Total charge = -1
Gap between HOMO and LUMO = 9.30 eV

=====

Record 3
Entry from the OMol25 dataset: a molecular structure, C6H12O (ωB97M-V with the def2-TZVPD basis set).

```
19
Properties=species:S:1:pos:R:3:forces:R:3:nbo_charge:R:1
C -0.8298 -1.2136 -1.7390 0.43 1.61 -0.79 -0.612
C -0.9647 0.0253 -0.6236 -0.55 -2.19 0.25 0.092
O -1.4010 -1.0064 0.2968 -0.96 0.65 2.60 -0.556
C -0.0986 -1.0258 0.8576 0.21 -0.24 0.83 -0.071
C 0.2266 0.3892 0.3577 0.17 -0.38 -0.12 -0.091
C -0.0827 1.4185 1.4717 -0.20 -0.06 -0.29 -0.610
C 1.6020 0.6652 -0.2255 0.01 -0.13 -0.12 -0.612
H -1.7453 -1.1744 -2.3242 0.21 0.25 -0.44 0.221
H 0.0681 -1.1061 -2.3189 0.15 0.21 -1.01 0.190
H -0.8123 -2.2918 -1.3738 0.11 1.84 0.47 0.228
H -1.7151 0.8684 -0.6156 0.48 -1.05 -1.23 0.195
H 0.5943 -1.7747 0.4283 -0.44 -0.03 0.00 0.163
H -0.2541 -1.1938 1.9146 0.70 0.00 0.50 0.186
H -1.0595 1.2471 1.9365 0.07 -0.04 -0.17 0.219
H -0.0472 2.4568 1.1199 -0.04 -0.19 -0.10 0.208
H 0.6719 1.3338 2.2745 -0.21 -0.10 -0.39 0.214
H 1.6496 1.6639 -0.6796 -0.06 -0.18 0.09 0.213
H 1.8493 -0.0687 -0.9965 0.06 0.05 0.03 0.210
H 2.3777 0.6222 0.5504 -0.16 -0.02 -0.11 0.212
```
Positions in Å, forces in eV/Å.

E_HOMO = -8.812 eV
Lowest unoccupied orbital energy = 0.967 eV
Relative energy (zero: lowest compared OMol25 entry of this formula, charge and spin) = 295.9 kJ/mol
Total charge = 0
Gap between HOMO and LUMO = 9.78 eV

=====

Record 4
Entry from the OMol25 dataset: a single C4H6N2O molecule (ωB97M-V with the def2-TZVPD basis set).

```
13
Properties=species:S:1:pos:R:3:forces:R:3:nbo_charge:R:1
C -0.0209 -2.0662 -0.9289 0.26 0.34 0.35 -0.636
C 0.1389 -0.7011 -0.2260 -0.14 0.56 0.21 0.110
C -0.6946 0.3146 -0.5818 -0.40 -0.18 -0.23 -0.142
N -0.4271 1.3853 0.2075 -0.24 -0.21 -0.30 -0.519
C 0.5671 1.1005 1.0538 -0.22 -1.62 -1.32 0.598
O 0.7514 2.3501 1.7323 0.79 -1.73 -0.03 -0.712
N 0.9893 -0.2686 0.8015 -0.57 3.49 1.20 -0.507
H -1.0248 -2.4702 -0.7242 0.33 0.18 0.02 0.219
H 0.6941 -2.8517 -0.6699 0.07 0.40 0.21 0.230
H 0.0484 -1.9171 -2.0181 0.02 0.00 0.39 0.221
H -1.5084 0.3517 -1.2720 -0.18 -0.09 -0.33 0.207
H -0.8798 2.2845 0.1626 0.10 -0.10 0.06 0.422
H 1.3664 2.4880 2.4633 0.18 -1.04 -0.22 0.508
```
Positions in Å, forces in eV/Å.

E_HOMO = -8.057 eV
Lowest unoccupied orbital energy = 0.631 eV
Relative energy (zero: lowest compared OMol25 entry of this formula, charge and spin) = 195.5 kJ/mol
Total charge = 0
Gap between HOMO and LUMO = 8.69 eV

=====

Record 5
Entry from the OMol25 dataset: a single C4H7NO molecule (ωB97M-V with the def2-TZVPD basis set).

```
13
Properties=species:S:1:pos:R:3:forces:R:3:nbo_charge:R:1
C 1.2572 -0.1296 -0.5777 -0.06 -0.05 -2.53 -0.117
C -1.1256 0.3889 -0.6711 -1.45 6.16 -0.25 -0.079
C -0.7277 -0.3444 0.4410 0.52 -2.40 4.30 -0.115
C 0.6191 0.2940 0.6833 1.96 3.28 0.95 -0.128
H 2.1404 0.3240 -1.2421 -1.88 -0.05 2.22 0.224
H 1.3928 -1.1749 -0.7158 0.54 -1.14 0.61 0.191
H -1.2199 1.5556 -0.3904 -0.04 -2.20 -1.14 0.157
H -2.0325 0.0434 -1.1440 0.01 -0.08 -0.64 0.203
H -0.8445 -1.3047 -0.0773 1.32 -0.96 1.57 0.197
H 0.2478 -1.1755 2.1197 -1.15 1.62 -0.74 0.370
H 0.6603 1.4637 0.8814 -0.25 -2.35 -1.16 0.198
N -0.0998 -0.2129 1.7861 -0.24 -2.86 1.35 -0.526
O 0.0270 0.0632 -1.3983 0.72 1.04 -4.53 -0.573
```
Positions in Å, forces in eV/Å.

E_HOMO = -8.722 eV
Lowest unoccupied orbital energy = 1.003 eV
Relative energy (zero: lowest compared OMol25 entry of this formula, charge and spin) = 669.1 kJ/mol
Total charge = 0
Gap between HOMO and LUMO = 9.73 eV

=====

| no. | E (Ha) |
| --- | --- |
| 1 | -1427.80248 |
| 2 | -493.11684 |
| 3 | -310.94657 |
| 4 | -340.72045 |
| 5 | -286.37678 |